[1]
179
Properties=species:S:1:pos:R:3 method="wB97M-V/def2-TZVPD" multiplicity=6 orbital_gap_ev="7.70 / 7.18" charge=+1
Mn 3.827 -0.603 0.905
S 0.434 -0.122 -0.180
F -1.647 -0.945 1.242
F -0.516 0.640 2.168
F 0.243 -1.390 2.114
O 1.642 -0.656 -5.013
O -4.432 1.158 1.078
O 7.217 0.676 -2.109
O -4.533 -3.206 -0.505
O 2.786 -1.861 2.291
O -0.323 -1.767 7.628
O 0.012 1.182 -0.594
O 1.860 -0.174 0.173
O -4.523 3.356 -5.220
O 0.044 -1.212 -1.039
O 1.217 8.292 -0.701
O -1.673 -4.989 1.648
O 5.676 2.932 0.960
N 2.497 5.606 -0.423
N 4.867 0.447 -0.745
N 3.856 1.257 2.202
N 3.736 -2.430 -0.326
N 2.431 -2.357 -2.906
N -5.677 -5.807 0.057
N -0.553 -4.051 -1.753
N -0.675 0.729 5.804
N -5.614 2.159 3.923
N -4.892 1.415 -2.187
C -0.746 -4.557 0.671
C -1.158 -4.995 2.937
C 3.538 0.943 -2.769
C -1.500 -2.347 8.160
C 0.958 4.936 -2.225
C -4.176 2.043 -3.306
C 1.794 -2.017 -5.284
C -4.657 2.746 2.967
C 8.372 1.402 -2.463
C 0.311 -0.387 5.753
C -0.428 -0.453 1.427
C -4.167 -1.908 -0.092
C 3.422 2.512 1.527
C -3.877 1.650 2.262
C 4.816 0.370 -2.228
C 2.608 -3.246 0.265
C -6.190 -4.839 -0.921
C 6.822 3.727 1.112
C -3.677 3.652 3.770
C 1.512 0.096 6.548
C -4.975 3.425 -6.540
C 2.686 -1.858 3.704
C 4.534 3.559 1.529
C 0.525 9.395 -1.187
C -2.833 1.372 -3.562
C -1.295 -4.771 -0.715
C -5.768 0.710 1.167
C -5.036 2.228 -4.536
C 0.619 7.054 -1.056
C 2.909 -4.135 -4.493
C 1.686 6.081 -1.566
C -7.697 -4.983 -1.069
C -1.425 -6.246 -1.087
C -5.921 -3.425 -0.423
C 2.760 -4.691 -0.224
C -0.291 -1.687 6.233
C 2.747 -3.200 1.770
C 2.801 -2.620 -4.318
C 6.049 1.062 -2.799
C 0.422 -0.092 -5.383
C 2.168 3.051 2.198
H -5.167 1.393 4.405
H 2.629 -0.829 4.048
H 2.211 0.673 5.937
H -1.721 -3.297 7.664
H 1.412 2.270 2.302
H 3.750 -2.112 -4.522
H -5.850 -0.095 1.918
H -4.745 1.895 -1.311
H 5.960 2.156 -2.634
H 8.154 2.478 -2.540
H 2.362 3.377 3.231
H 0.619 9.555 -2.269
H -4.667 -5.662 0.089
H -2.171 1.522 -2.707
H -1.006 -3.960 3.272
H -4.275 4.196 4.496
H -6.380 -2.654 -1.063
H 4.945 -0.661 -2.574
H 1.578 -2.869 -2.652
H -0.744 -3.465 0.806
H 2.333 6.594 -2.276
H 1.827 5.324 0.285
H -5.144 2.434 -6.978
H -2.315 -4.364 -0.635
H -2.322 -1.632 8.098
H 1.653 -2.875 -0.104
H -2.878 2.044 2.077
H 2.179 -2.174 -6.305
H -1.298 -2.578 9.204
H -1.742 -6.411 -2.116
H -5.922 3.974 -6.596
H -0.535 9.325 -0.924
H -2.103 -6.692 -0.359
H 0.886 10.339 -0.774
H 0.158 4.508 -1.613
H -1.197 -1.899 5.654
H 9.140 1.262 -1.706
H 4.562 -3.024 -0.253
H 3.406 0.621 -3.808
H -3.876 3.019 -2.906
H -0.976 -4.171 -2.662
H 3.787 -5.064 -0.209
H -2.951 3.040 4.310
H 3.482 1.276 3.151
H -3.094 -1.870 -0.240
H 2.476 -4.696 -1.278
H 2.051 -1.403 -2.919
H 4.249 4.445 0.955
H -6.332 -3.265 0.581
H -0.535 -3.056 -1.522
H -1.877 -5.442 3.623
H 2.981 6.414 -0.037
H 0.272 0.089 -6.458
H -6.035 2.823 4.549
H -0.473 -0.667 -5.106
H -5.162 3.405 2.256
H -0.073 7.223 -1.894
H 3.475 -2.361 -1.349
H -0.450 -6.742 -1.022
H -3.186 4.390 3.129
H 1.638 4.119 -2.472
H 5.844 0.206 -0.522
H 6.880 4.152 2.119
H -0.155 1.597 5.925
H -2.278 1.832 -4.382
H 1.220 0.645 7.439
H -8.156 -4.668 -0.117
H 2.105 -0.749 6.918
H -4.665 -1.167 -0.724
H -4.603 0.455 -2.047
H -1.075 0.896 4.879
H 0.878 -2.629 -5.272
H 0.337 0.874 -4.883
H -4.275 3.914 -7.220
H 1.703 3.894 1.703
H 8.783 1.097 -3.433
H -6.050 0.393 0.169
H 0.566 -0.525 4.698
H 3.460 2.031 -2.807
H 0.423 -2.479 5.934
H 6.063 0.936 -3.891
H -6.476 1.440 1.576
H 1.914 -4.581 -4.480
H 1.930 -3.768 2.224
H 7.717 3.138 0.932
H -8.103 -4.286 -1.798
H 4.721 3.887 2.563
H -5.674 -4.972 -1.871
H 6.849 4.593 0.441
H 3.563 -2.334 4.146
H -5.964 -5.560 1.002
H 0.411 5.256 -3.112
H 4.861 1.440 -0.500
H 1.759 -2.345 3.998
H 2.657 0.541 -2.272
H -4.418 -1.714 0.953
H 3.595 -4.549 -3.765
H 3.089 2.352 0.497
H -5.020 1.282 -5.101
H 0.034 6.667 -0.213
H -0.259 -5.618 3.013
H 2.082 -5.404 0.246
H -8.032 -6.018 -1.106
H 0.240 -5.010 0.842
H -6.095 2.406 -4.318
H 3.245 -4.308 -5.522
H -3.774 0.774 2.925
H 3.697 -3.689 2.029
H -2.925 0.288 -3.688
H 4.863 1.352 2.384

[2]
11
Properties=species:S:1:pos:R:3 method="wB97M-V/def2-TZVPD" orbital_gap_ev=7.08 charge=-1
S -0.382 1.633 -1.694
N -0.871 -0.504 1.317
N 1.098 -1.827 0.524
C 0.498 -1.014 1.596
H 0.365 -2.484 0.248
H 1.114 -0.133 1.755
H 1.252 -1.225 -0.281
H -0.656 0.378 0.857
H -0.792 2.045 -0.479
H 0.513 -1.620 2.501
H -1.215 -1.034 0.518

[3]
67
Properties=species:S:1:pos:R:3 method="wB97M-V/def2-TZVPD" smiles="[H]/N=C(/C)Cc1c(O)c(CCO)c2c(c1COc1ccccc1)C(=O)C=CC2=O.CO.CO.CO" orbital_gap_ev=6.54 charge=0
O -3.819 4.678 0.799
O -0.260 -3.601 4.544
O 2.368 2.128 -2.595
O -1.478 -6.572 4.271
O 3.950 2.645 1.729
O -3.586 -3.457 -2.955
O 1.087 -0.812 4.712
O 0.135 -2.907 -1.020
N 1.006 0.147 -5.026
C -0.440 -7.501 4.019
C 2.750 2.112 1.979
C -0.354 -2.650 2.189
C -0.092 6.235 -1.581
C 3.174 1.667 -1.417
C 1.758 2.685 3.198
C 1.641 -0.717 -1.217
C 2.121 0.796 1.160
C 1.642 3.371 -2.266
C -0.951 -0.084 -3.321
C 1.239 -0.261 2.111
C -0.288 4.881 -0.661
C 0.995 6.163 -2.834
C 1.073 0.099 3.736
C -2.675 -4.288 -2.260
C 1.822 4.760 -3.158
C 0.939 1.735 4.055
C 0.473 -3.607 3.235
C 1.779 -1.043 -2.852
C 0.559 -1.559 1.374
C -4.258 5.279 -0.405
C 0.557 3.491 -0.999
C 0.624 -0.315 -3.760
C 0.761 -1.772 -0.265
C 2.323 0.581 -0.474
H -0.115 -7.950 4.960
H -0.817 -3.381 1.368
H 0.207 2.109 4.895
H -0.816 -8.283 3.355
H 3.457 2.641 -0.833
H 1.625 3.831 3.439
H -1.074 0.102 -2.161
H -3.164 -4.709 -1.378
H -0.704 7.235 -1.372
H 0.399 -6.990 3.538
H 1.809 -2.197 -3.058
H 2.828 -0.569 -3.169
H -0.707 -2.716 4.690
H -5.091 5.954 -0.194
H -4.336 -4.015 -3.221
H 1.173 7.106 -3.528
H -2.335 -5.091 -2.919
H 0.537 -4.728 2.897
H -1.114 -5.891 4.862
H 1.542 -3.143 3.495
H 0.342 2.552 -0.323
H -1.293 -2.104 2.676
H -4.572 4.181 1.161
H 4.168 1.212 -1.842
H 2.565 4.796 -4.080
H -1.075 4.968 0.225
H 0.828 -3.646 -0.911
H -1.593 -1.014 -3.686
H -4.573 4.503 -1.107
H 2.024 -0.086 -5.192
H -1.448 0.860 -3.846
H -3.432 5.847 -0.840
H -1.816 -3.690 -1.946